(1)
The following is a DFT calculation (ωB97M-V with the def2-TZVPD basis set) of a 15-piece molecular cluster, C36H108N6O21 overall.

Orbital gap ... 8.067 eV
Molar mass ... 961.3 Da
Electronic energy ... -91011.6224 eV
ΔE to the lowest compared entry with this formula, charge and spin ... 0.0 kJ/mol
HOMO level ... -8.310 eV

Structure (ORCA input):
```
! wB97M-V def2-TZVPD RIJCOSX def2/J DEFGRID3
* xyz 0 1
C 6.691 4.014 5.525
O 6.007 3.752 4.326
C 4.646 3.417 4.601
C 4.015 2.666 3.437
N 4.871 1.583 2.952
C 4.333 1.014 1.722
C 5.226 -0.171 1.375
O 6.622 0.063 1.299
C 6.942 0.787 0.135
H 6.307 4.928 5.987
H 7.769 4.086 5.365
H 6.672 3.202 6.263
H 4.110 4.361 4.781
H 4.554 2.947 5.587
H 3.863 3.446 2.681
H 3.074 2.276 3.817
H 5.803 1.976 2.884
H 4.144 1.656 0.850
H 3.338 0.619 1.948
H 4.899 -0.569 0.405
H 5.024 -0.911 2.146
H 7.981 0.742 -0.177
H 6.672 1.842 0.303
H 6.295 0.573 -0.727
C -1.345 -3.931 3.673
O -0.263 -3.352 4.477
C 0.968 -3.974 4.087
C 1.630 -3.213 2.926
N 1.367 -3.739 1.584
C 1.790 -2.917 0.492
C 3.321 -2.727 0.451
O 3.708 -2.244 -0.814
C 3.765 -3.178 -1.842
H -1.594 -4.761 4.338
H -1.055 -4.263 2.681
H -2.193 -3.253 3.647
H 0.865 -5.056 3.969
H 1.732 -3.917 4.865
H 2.688 -3.389 3.155
H 1.459 -2.135 2.850
H 0.445 -4.122 1.464
H 1.515 -1.848 0.479
H 1.341 -3.346 -0.405
H 3.893 -3.635 0.689
H 3.579 -2.028 1.247
H 4.302 -2.713 -2.666
H 2.824 -3.641 -2.161
H 4.376 -4.056 -1.577
C -6.145 -0.697 2.171
O -4.852 -0.475 2.669
C -4.573 -0.697 4.040
C -4.584 0.618 4.812
N -3.312 1.379 4.664
C -2.233 0.911 5.515
C -0.943 1.627 5.174
O -0.510 1.297 3.861
C -0.174 -0.061 3.595
H -6.926 -0.099 2.657
H -6.490 -1.725 2.330
H -6.129 -0.430 1.117
H -3.567 -1.125 4.073
H -5.246 -1.453 4.457
H -4.754 0.397 5.865
H -5.280 1.314 4.345
H -3.004 1.233 3.705
H -2.075 -0.177 5.583
H -2.477 1.121 6.565
H -0.199 1.349 5.927
H -1.151 2.696 5.155
H 0.450 -0.050 2.699
H -1.109 -0.529 3.270
H 0.367 -0.577 4.386
C -0.063 -6.946 0.765
O -1.266 -7.083 0.040
C -1.216 -6.701 -1.337
C -0.709 -5.300 -1.656
N -1.276 -4.323 -0.688
C -2.052 -3.240 -1.283
C -3.348 -3.782 -1.929
O -4.134 -4.440 -0.980
C -4.990 -3.553 -0.288
H -0.150 -7.432 1.731
H 0.319 -5.923 0.763
H 0.772 -7.424 0.227
H -2.263 -6.754 -1.635
H -0.640 -7.452 -1.884
H -0.915 -4.965 -2.673
H 0.385 -5.277 -1.542
H -1.844 -4.940 -0.117
H -1.547 -2.747 -2.120
H -2.311 -2.448 -0.581
H -3.000 -4.501 -2.679
H -3.802 -3.001 -2.551
H -5.466 -2.874 -1.000
H -4.457 -2.943 0.452
H -5.781 -3.996 0.318
C 3.629 -0.688 -4.980
O 2.505 0.125 -4.738
C 2.690 1.486 -4.450
C 2.939 1.773 -2.980
N 1.842 1.664 -2.034
C 1.132 0.378 -2.087
C 0.037 0.272 -1.064
O 0.467 0.415 0.305
C 0.646 1.708 0.819
H 3.356 -1.557 -5.576
H 4.020 -1.086 -4.037
H 4.417 -0.135 -5.496
H 1.828 2.074 -4.779
H 3.604 1.845 -4.936
H 3.345 2.794 -2.978
H 3.862 1.223 -2.723
H 2.294 1.671 -1.127
H 1.913 -0.380 -1.922
H 0.705 0.152 -3.063
H -0.382 -0.734 -1.068
H -0.774 0.985 -1.238
H 0.036 2.449 0.295
H 1.693 2.027 0.812
H 0.374 1.741 1.874
C -2.714 3.081 -3.546
O -3.910 2.853 -4.243
C -4.640 4.033 -4.473
C -5.318 4.698 -3.249
N -6.413 3.832 -2.826
C -6.986 4.358 -1.600
C -8.275 3.654 -1.093
O -7.936 2.298 -0.878
C -8.799 1.652 0.025
H -2.116 2.206 -3.297
H -2.741 3.689 -2.636
H -2.060 3.661 -4.216
H -5.376 3.770 -5.231
H -3.986 4.777 -4.949
H -5.795 5.603 -3.632
H -4.641 4.969 -2.430
H -6.129 2.873 -2.677
H -7.295 5.406 -1.580
H -6.273 4.238 -0.772
H -9.063 3.892 -1.814
H -8.551 4.150 -0.158
H -9.861 1.752 -0.231
H -8.692 1.972 1.065
H -8.650 0.572 -0.024
O -1.482 -0.379 -4.545
H -0.608 -0.792 -4.574
H -1.305 0.566 -4.589
O 1.266 4.657 -2.613
H 1.286 3.799 -3.047
H 1.819 4.541 -1.829
O 0.576 -2.698 -3.679
H 0.852 -3.161 -2.879
H 0.966 -3.204 -4.401
O 0.938 3.456 3.646
H 0.790 3.691 4.568
H 0.440 2.634 3.524
O 3.277 4.184 -0.375
H 4.055 3.789 -0.786
H 3.573 5.050 -0.071
O 5.543 1.820 -6.692
H 6.458 1.629 -6.924
H 5.601 2.542 -6.058
O -2.571 -0.509 0.787
H -3.418 -0.533 1.257
H -2.011 0.059 1.331
O 6.433 2.328 -3.995
H 6.642 3.217 -3.684
H 7.151 1.778 -3.659
O 2.994 0.747 -7.712
H 2.628 0.727 -6.819
H 3.841 1.211 -7.625
*
```


(2)
The following is a DFT calculation (ωB97M-V with the def2-TZVPD basis set) of C36H24BrF3N3O3PdSSb as an isolated structure.

Orbital gap ... 3.612 eV
Molar mass ... 943.8 Da
Electronic energy ... -147382.6912 eV
ΔE to the lowest compared entry with this formula, charge and spin ... 50.0 kJ/mol
HOMO level ... -0.123 eV

Structure (ORCA input):
```
! wB97M-V def2-TZVPD RIJCOSX def2/J DEFGRID3
* xyz -2 1
Pd -0.210 -0.052 -0.583
S 6.689 -0.015 0.135
C 4.897 -0.051 0.108
C 4.221 -0.708 -0.911
C 2.840 -0.797 -0.838
N 2.125 -0.298 0.169
C 2.781 0.344 1.131
C 4.160 0.496 1.148
C 6.929 -1.564 0.981
C 7.013 -2.764 0.284
C 7.180 -3.934 1.003
N 7.272 -3.991 2.331
C 7.173 -2.834 2.985
C 7.005 -1.607 2.369
H 4.759 -1.157 -1.736
H 2.277 -1.311 -1.607
H 2.171 0.743 1.934
H 4.653 1.008 1.964
H 6.947 -2.777 -0.795
H 7.249 -4.888 0.491
H 7.237 -2.903 4.066
H 6.934 -0.696 2.947
O -0.581 3.547 1.296
C -0.460 2.746 0.398
N -0.345 2.017 -0.537
F -5.337 2.709 -5.023
C -4.789 2.083 -3.936
C -5.366 0.915 -3.482
C -4.813 0.297 -2.368
C -3.708 0.837 -1.709
C -3.140 1.998 -2.220
C -3.679 2.635 -3.336
Sb -2.861 -0.221 0.029
C -4.997 -0.506 0.807
C -5.276 -1.510 1.737
C -6.427 -1.508 2.518
C -7.304 -0.452 2.387
F -8.438 -0.431 3.153
C -7.065 0.587 1.512
C -5.908 0.553 0.742
C -3.009 -1.949 -1.296
C -3.750 -3.092 -1.026
C -3.793 -4.161 -1.919
C -3.062 -4.066 -3.081
F -3.084 -5.115 -3.958
C -2.319 -2.946 -3.394
C -2.307 -1.885 -2.500
H -6.227 0.502 -3.995
H -5.260 -0.617 -1.996
H -2.252 2.401 -1.744
H -3.247 3.544 -3.736
H -4.569 -2.328 1.858
H -6.639 -2.297 3.230
H -7.770 1.407 1.449
H -5.716 1.372 0.057
H -4.309 -3.156 -0.100
H -4.376 -5.050 -1.712
H -1.734 -2.924 -4.305
H -1.709 -1.005 -2.722
Br 1.643 -4.525 -2.200
C 0.517 -5.195 -0.824
C 0.371 -6.577 -0.830
C -0.384 -7.201 0.146
C -0.991 -6.447 1.137
C -0.845 -5.073 1.134
C -0.100 -4.408 0.161
C -0.125 -2.872 0.254
O -0.599 -2.408 1.303
O 0.291 -2.238 -0.753
H 0.858 -7.159 -1.601
H -0.490 -8.280 0.137
H -1.583 -6.933 1.904
H -1.310 -4.447 1.885
*
```


(3)
The following is a DFT calculation (ωB97M-V with the def2-TZVPD basis set) of C36H24BrN3O3P2RuS4Se2 as an isolated structure.

Orbital gap (spin up / spin down) ... 6.080 / 6.198 eV
Molar mass ... 1075.7 Da
Electronic energy ... -313573.7315 eV
ΔE to the lowest compared entry with this formula, charge and spin ... 277.9 kJ/mol
HOMO level (spin up / spin down) ... -4.107 / -4.226 eV

Structure (ORCA input):
```
! wB97M-V def2-TZVPD RIJCOSX def2/J DEFGRID3
* xyz -1 2
Ru -0.102 0.100 -0.179
O -7.172 0.021 -0.356
C -5.968 0.050 -0.360
S -4.955 -1.304 -0.897
C -3.430 -0.497 -0.606
C -3.455 0.723 -0.095
S -1.977 1.541 0.273
S -5.019 1.457 0.171
S -1.906 -1.279 -0.925
Se 6.714 0.040 1.985
P 6.107 -0.456 0.029
C 6.884 0.524 -1.287
C 7.982 1.317 -0.988
C 8.592 2.066 -1.988
C 8.102 2.026 -3.283
C 6.992 1.245 -3.583
C 6.383 0.501 -2.588
C 6.542 -2.178 -0.368
C 6.278 -3.160 0.582
C 6.629 -4.479 0.342
C 7.265 -4.829 -0.840
C 7.561 -3.851 -1.777
C 7.204 -2.531 -1.543
C 4.346 -0.173 -0.292
C 3.119 -0.836 -0.320
N 2.170 0.111 -0.586
N 2.796 1.267 -0.699
N 4.083 1.126 -0.535
P 2.537 -2.472 -0.031
Se 0.397 -2.456 -0.170
C 3.067 -2.948 1.630
C 3.586 -4.198 1.948
C 3.865 -4.514 3.270
C 3.625 -3.586 4.272
C 3.101 -2.339 3.957
C 2.815 -2.020 2.641
C 3.180 -3.655 -1.225
C 2.726 -4.975 -1.172
C 3.139 -5.888 -2.126
C 3.989 -5.486 -3.150
C 4.409 -4.169 -3.227
C 4.003 -3.251 -2.267
H 8.342 1.350 0.033
H 9.441 2.692 -1.747
H 8.573 2.616 -4.060
H 6.588 1.233 -4.587
H 5.496 -0.077 -2.819
H 5.822 -2.878 1.522
H 6.422 -5.232 1.092
H 7.542 -5.860 -1.025
H 8.074 -4.113 -2.694
H 7.450 -1.777 -2.277
H 3.790 -4.918 1.168
H 4.270 -5.488 3.517
H 3.843 -3.835 5.303
H 2.907 -1.615 4.737
H 2.397 -1.049 2.395
H 2.025 -5.277 -0.402
H 2.784 -6.910 -2.082
H 4.310 -6.201 -3.897
H 5.052 -3.847 -4.036
H 4.312 -2.217 -2.335
Br 0.890 7.480 -1.673
C 1.446 6.099 -0.488
C 2.418 6.377 0.458
C 2.821 5.369 1.324
C 2.257 4.106 1.239
C 1.291 3.848 0.277
C 0.880 4.843 -0.600
C 0.723 2.479 0.157
O 0.271 2.077 -0.959
O 0.674 1.712 1.154
H 2.853 7.365 0.515
H 3.587 5.572 2.061
H 2.565 3.308 1.900
H 0.135 4.619 -1.351
*
```


(4)
The following is a DFT calculation (ωB97M-V with the def2-TZVPD basis set) of C36H24F4O10V as an isolated structure.

Orbital gap (spin up / spin down) ... 2.259 / 2.258 eV
Molar mass ... 743.5 Da
Electronic energy ... -94742.4232 eV
HOMO level (spin up / spin down) ... 4.585 / 4.585 eV

Structure (ORCA input):
```
! wB97M-V def2-TZVPD RIJCOSX def2/J DEFGRID3
* xyz -4 2
O 0.827 -1.018 1.740
V -0.207 0.114 1.544
O -1.671 -0.407 1.392
C -1.821 1.854 -1.149
C -2.714 2.929 -1.641
C -2.017 4.319 -1.973
O -2.673 5.376 -1.990
C -0.563 4.456 -1.912
C 0.150 3.413 -1.471
C -0.497 2.034 -1.103
O 0.091 0.978 -0.636
O 1.411 3.715 -1.254
O -3.943 2.858 -1.643
H -2.267 0.898 -0.919
H -0.094 5.365 -2.257
C -2.472 2.930 2.193
C -1.142 3.121 2.348
C -0.480 4.405 1.844
O 0.816 4.637 1.857
C -1.232 5.422 1.357
C -2.673 5.399 1.284
C -3.323 3.968 1.699
O -4.564 3.884 1.428
O -3.329 6.399 0.897
O -0.506 2.058 2.705
H -2.925 1.972 2.403
H -0.697 6.341 1.170
F 4.607 0.725 -0.698
C 4.657 1.403 0.482
C 3.533 1.414 1.216
C 3.443 1.938 2.485
C 4.629 2.411 3.074
C 5.811 2.255 2.367
C 5.820 1.895 1.053
H 2.624 1.084 0.736
H 2.492 2.120 2.964
H 4.606 2.860 4.056
H 6.637 2.525 3.008
H 6.755 1.725 0.540
F 2.948 -2.157 -2.953
C 3.413 -2.687 -1.824
C 3.200 -2.027 -0.617
C 3.739 -2.573 0.536
C 4.324 -3.832 0.494
C 4.627 -4.450 -0.746
C 4.185 -3.896 -1.949
H 2.624 -1.113 -0.629
H 3.394 -2.132 1.459
H 4.505 -4.291 1.455
H 5.075 -5.430 -0.823
H 4.272 -4.320 -2.939
F -7.486 -3.532 2.164
C -6.399 -2.954 1.510
C -5.158 -3.141 2.095
C -4.024 -2.728 1.310
C -4.200 -1.974 0.169
C -5.484 -1.645 -0.291
C -6.603 -2.113 0.431
H -5.055 -3.526 3.098
H -3.015 -2.888 1.662
H -3.376 -1.470 -0.313
H -5.725 -1.091 -1.187
H -7.647 -2.031 0.166
F 0.045 -2.740 -0.038
C 0.028 -3.060 -1.324
C -0.476 -2.245 -2.350
C -0.550 -2.670 -3.650
C 0.111 -3.921 -3.998
C 0.729 -4.690 -2.989
C 0.639 -4.276 -1.687
H -0.866 -1.271 -2.092
H -1.182 -2.125 -4.336
H -0.097 -4.294 -4.990
H 1.318 -5.586 -3.109
H 1.070 -4.892 -0.912
*
```